[1]
Density functional theory data (ωB97M-V/def2-TZVPD) for C21H36Br4CrN2O5S4Si as an isolated structure at a distorted geometry.

Geometry (Å):
Cr  -0.003  0.144  -0.322
Br  -3.645  5.523  1.991
C  -2.262  4.265  1.699
C  -1.095  4.312  2.456
Br  -0.873  5.609  3.815
C  -0.072  3.387  2.204
Br  1.567  3.410  3.149
C  -0.206  2.408  1.223
O  0.722  1.543  0.882
C  -1.410  2.345  0.467
O  -1.461  1.412  -0.470
C  -2.402  3.287  0.699
Br  -3.920  3.205  -0.425
S  -1.564  -4.000  0.296
C  -1.164  -2.418  0.053
S  -0.783  -1.728  -1.505
S  -1.002  -1.233  1.313
N  3.837  -1.590  -1.971
C  3.781  -2.203  -0.642
C  2.371  -2.176  -0.069
N  1.866  -0.815  0.267
H  4.780  -1.354  -2.245
H  2.195  0.158  -2.284
H  3.449  -2.218  -2.664
H  4.455  -1.653  0.018
H  4.118  -3.243  -0.656
H  2.365  -2.776  0.839
H  1.681  -2.648  -0.766
H  2.575  -0.109  0.087
H  1.688  -0.781  1.263
C  5.088  4.278  -2.021
C  4.664  3.156  -1.074
C  5.828  2.211  -0.815
C  4.135  3.717  0.242
O  3.643  2.340  -1.684
Si  2.337  2.750  -2.562
S  1.115  0.972  -2.445
O  2.689  3.070  -4.119
C  2.971  2.345  -5.316
C  3.794  3.289  -6.178
C  3.775  1.085  -5.001
C  1.661  1.999  -6.016
O  1.672  4.086  -1.954
C  0.613  4.968  -2.400
C  -0.504  4.168  -3.058
C  0.120  5.685  -1.159
C  1.218  5.962  -3.388
H  5.892  4.867  -1.574
H  4.241  4.940  -2.226
H  5.437  3.863  -2.972
H  6.657  2.751  -0.350
H  6.176  1.770  -1.754
H  5.512  1.409  -0.144
H  4.906  4.319  0.732
H  3.840  2.906  0.911
H  3.257  4.338  0.062
H  4.752  3.506  -5.696
H  3.256  4.230  -6.318
H  3.983  2.840  -7.157
H  4.628  1.336  -4.363
H  4.144  0.633  -5.924
H  3.149  0.356  -4.480
H  1.116  2.914  -6.265
H  1.036  1.386  -5.366
H  1.859  1.443  -6.937
H  -0.864  3.378  -2.395
H  -0.147  3.708  -3.989
H  -1.350  4.818  -3.293
H  -0.282  4.967  -0.449
H  -0.668  6.398  -1.421
H  0.945  6.222  -0.682
H  1.636  5.428  -4.245
H  2.020  6.527  -2.907
H  0.453  6.658  -3.738

LUMO (spin up / spin down) = 0.0737 / 0.0737 Eh
Energy relative to the best compared isomer or geometry (same formula, charge and spin) = 0.0 kJ/mol
Expectation value of S² = 0.793
Multiplicity = 2
Total charge = -1
Highest occupied orbital energy (spin up / spin down) = -0.170 / -0.170 Ha
Gap between HOMO and LUMO (spin up / spin down) = 6.63 / 6.64 eV

***

[2]
Density functional theory data (ωB97M-V/def2-TZVPD) for C21H36EuP2S as an isolated structure at a distorted geometry.

Geometry (Å):
P  -0.229  -1.462  -5.898
P  0.178  1.827  -5.790
C  -0.408  -0.434  -7.431
C  0.356  0.903  -7.391
H  -1.489  -0.271  -7.574
H  -0.046  -1.072  -8.251
H  1.437  0.750  -7.549
H  -0.014  1.591  -8.166
C  -1.471  2.594  -6.018
H  -1.701  3.206  -5.137
H  -2.250  1.828  -6.127
H  -1.445  3.232  -6.911
C  1.308  3.239  -5.998
H  0.968  3.873  -6.828
H  2.320  2.863  -6.203
H  1.326  3.822  -5.069
C  -1.262  -2.918  -6.241
H  -1.215  -3.598  -5.380
H  -0.902  -3.433  -7.142
H  -2.303  -2.597  -6.385
C  1.474  -2.101  -6.115
H  2.209  -1.285  -6.109
H  1.531  -2.642  -7.068
H  1.701  -2.789  -5.291
Eu  -0.391  0.060  1.594
C  0.462  1.954  -2.956
C  -0.865  1.717  -3.100
C  -1.502  0.476  -3.625
C  -1.625  -0.768  -2.706
C  -0.578  -1.800  -3.020
C  0.745  -1.536  -3.007
C  1.394  -0.308  -3.547
C  1.479  0.917  -2.602
C  0.172  -2.296  1.855
H  0.801  2.996  -2.899
H  -1.567  2.527  -2.861
H  -0.970  0.126  -4.542
H  -2.507  0.737  -4.010
H  -1.621  -0.445  -1.646
H  -2.618  -1.214  -2.884
H  -0.911  -2.843  -3.003
H  1.450  -2.298  -2.646
H  0.876  0.046  -4.463
H  2.410  -0.565  -3.900
H  1.410  0.585  -1.550
H  2.485  1.354  -2.716
H  1.091  -2.410  2.457
H  0.356  -2.584  0.796
H  -0.637  -2.910  2.286
S  0.304  2.742  2.293
C  0.063  1.668  3.600
C  1.176  0.973  4.152
C  0.968  -0.094  5.015
C  -0.322  -0.578  5.263
C  -1.425  0.005  4.621
C  -1.262  1.208  3.922
H  2.181  1.326  3.889
H  1.826  -0.539  5.527
H  -0.474  -1.392  5.979
H  -2.422  -0.434  4.723
H  -2.114  1.791  3.570

LUMO (spin up / spin down) = -0.0122 / -0.0111 Eh
Energy relative to the best compared isomer or geometry (same formula, charge and spin) = 284.7 kJ/mol
Expectation value of S² = 15.761
Multiplicity = 8
Total charge = 0
Highest occupied orbital energy (spin up / spin down) = -0.248 / -0.253 Ha
Gap between HOMO and LUMO (spin up / spin down) = 6.43 / 6.57 eV

***

[3]
Density functional theory data (ωB97M-V/def2-TZVPD) for C21H36Ge2IMgN4O2 as an isolated structure at a distorted geometry.

Geometry (Å):
Mg  -0.336  -0.712  -1.686
C  2.685  -2.668  1.800
C  1.705  -2.549  0.642
Ge  1.577  -0.721  -0.042
C  3.141  -0.059  -1.011
C  4.330  0.187  -0.094
C  1.112  0.497  1.389
C  -0.043  1.205  1.451
Ge  -1.312  0.959  -0.024
C  -2.947  -0.049  0.367
C  -3.889  0.664  1.323
C  -1.503  2.445  -1.289
C  -2.140  3.684  -0.683
C  -0.338  2.142  2.607
C  0.569  2.332  3.683
C  0.270  3.203  4.736
C  -0.931  3.906  4.747
C  -1.838  3.740  3.705
C  -1.546  2.871  2.650
H  2.687  -3.713  2.174
H  2.385  -1.994  2.629
H  3.711  -2.420  1.473
H  0.697  -2.847  1.000
H  2.005  -3.228  -0.183
H  2.859  0.902  -1.490
H  3.415  -0.786  -1.804
H  4.061  0.919  0.698
H  5.173  0.600  -0.687
H  4.669  -0.755  0.373
H  1.874  0.560  2.147
H  -2.658  -1.026  0.808
H  -3.472  -0.237  -0.593
H  -3.400  0.806  2.308
H  -4.796  0.043  1.477
H  -4.201  1.642  0.903
H  -2.124  2.092  -2.140
H  -0.495  2.708  -1.673
H  -3.153  3.451  -0.297
H  -2.232  4.469  -1.463
H  -1.501  4.084  0.131
H  1.516  1.825  3.746
H  0.976  3.333  5.546
H  -1.159  4.579  5.563
H  -2.773  4.285  3.712
H  -2.282  2.783  1.876
C  -2.160  -3.869  1.108
O  -2.209  -3.955  -0.315
C  -1.607  -2.913  -0.935
O  -1.057  -1.960  -0.406
N  -1.680  -3.039  -2.291
N  -1.092  -2.021  -3.028
H  -2.667  -4.747  1.518
H  -2.683  -2.974  1.458
H  -1.123  -3.875  1.458
H  -2.145  -3.845  -2.694
H  -1.824  -1.568  -3.662
H  -0.334  -2.428  -3.662
I  4.109  1.025  -5.573
C  2.871  -0.116  -4.478
C  2.841  -1.484  -4.426
N  1.839  -1.793  -3.551
N  1.222  -0.712  -3.037
C  1.860  0.316  -3.610
H  3.421  -2.254  -4.914
H  1.521  -2.711  -3.258
H  1.554  1.324  -3.364
H  -1.007  0.449  -2.847

LUMO (spin up / spin down) = -0.1284 / -0.1284 Eh
Total charge = +1
Highest occupied orbital energy (spin up / spin down) = -0.356 / -0.356 Ha
Gap between HOMO and LUMO (spin up / spin down) = 6.20 / 6.20 eV

***

[4]
Density functional theory data (ωB97M-V/def2-TZVPD) for C21H36I2N2O3PdSi as an isolated structure.

Geometry (Å):
Pd  0.351  0.041  -0.399
O  -0.707  -3.662  0.953
C  -0.322  -2.676  0.350
O  -0.506  -1.455  0.710
C  0.460  -2.905  -0.945
C  0.646  -4.195  -1.421
C  1.356  -4.376  -2.595
C  1.854  -3.264  -3.261
C  1.625  -2.013  -2.717
N  0.950  -1.838  -1.581
H  0.226  -5.013  -0.854
H  1.516  -5.370  -2.993
H  2.406  -3.359  -4.185
H  1.989  -1.114  -3.204
I  1.792  1.664  -1.766
I  0.333  1.772  -4.034
C  -1.511  0.580  2.375
Si  -0.766  1.584  0.972
C  -2.223  2.198  -0.122
C  -2.633  1.052  -1.059
C  -3.440  2.536  0.752
C  -1.869  3.424  -0.967
C  0.234  2.992  1.826
C  1.101  3.875  0.925
C  -0.757  3.907  2.565
C  1.159  2.348  2.867
H  -1.984  1.238  3.108
H  -0.757  -0.024  2.880
H  -2.258  -0.116  1.996
H  -2.836  0.128  -0.511
H  -1.858  0.836  -1.800
H  -3.544  1.327  -1.604
H  -3.787  1.668  1.315
H  -4.265  2.864  0.110
H  -3.239  3.339  1.462
H  -0.981  3.261  -1.582
H  -1.693  4.307  -0.351
H  -2.696  3.658  -1.647
H  0.562  4.266  0.060
H  1.983  3.340  0.576
H  1.460  4.734  1.504
H  -1.358  4.499  1.874
H  -0.194  4.610  3.190
H  -1.434  3.357  3.221
H  1.885  1.691  2.384
H  0.610  1.771  3.612
H  1.720  3.129  3.394
O  3.442  1.380  0.276
C  3.774  0.318  0.819
C  4.434  0.308  2.178
C  3.585  -0.370  3.288
C  2.407  -1.212  2.795
C  2.812  -2.456  2.011
C  3.821  -2.150  0.899
N  3.581  -0.876  0.234
H  4.638  1.346  2.427
H  5.399  -0.194  2.074
H  3.195  0.412  3.940
H  4.240  -0.988  3.906
H  1.746  -0.598  2.174
H  1.803  -1.516  3.651
H  1.916  -2.921  1.596
H  3.263  -3.195  2.680
H  3.800  -2.924  0.133
H  4.836  -2.138  1.300
H  3.020  -0.871  -0.605

LUMO = -0.0507 Eh
Energy relative to the best compared isomer or geometry (same formula, charge and spin) = 5.6 kJ/mol
Total charge = 0
Highest occupied orbital energy = -0.310 Ha
Gap between HOMO and LUMO = 7.07 eV